No. 1
Formula: C2Cl2F2
Source: OMol25
Level of theory: ωB97M-V/def2-TZVPD

Values from the calculation:
Orbital gap (eV): 10.1576
E_LUMO (hartree): 0.025
Highest occupied orbital energy (eV): -9.48
SMILES string: F/C(Cl)=C(\F)Cl

Element x y z (Å)
C -0.671 0.330 -0.051
C 0.652 0.340 0.025
F -1.171 1.594 -0.069
F 1.223 1.548 0.078
Cl -1.707 -0.939 0.035
Cl 1.686 -0.960 -0.031

***

No. 2
Formula: C2Cl2FI3
Source: OMol25
Level of theory: ωB97M-V/def2-TZVPD

Values from the calculation:
Orbital gap (alpha / beta) (eV): 7.5008 / 7.3450
E_LUMO (alpha / beta) (hartree): -0.034 / -0.039
Highest occupied orbital energy (alpha / beta) (eV): -8.43 / -8.40

Element x y z (Å)
C 0.660 0.986 -0.895
C -0.201 -1.187 1.047
F -0.371 1.825 -1.038
Cl -1.694 -0.842 1.794
Cl -0.193 -2.435 -0.100
I 2.342 1.877 -0.039
I 0.875 -0.300 -2.537
I 1.525 -0.980 2.232

***

No. 3
Formula: C2Cl2O3
Source: OMol25
Level of theory: ωB97M-V/def2-TZVPD

Values from the calculation:
Orbital gap (alpha / beta) (eV): 10.9230 / 4.8257
E_LUMO (alpha / beta) (hartree): -0.043 / -0.151
Highest occupied orbital energy (alpha / beta) (eV): -12.09 / -8.95

Element x y z (Å)
C 0.565 0.680 -0.044
C -1.478 -0.305 0.330
O 0.383 0.271 -1.096
O -2.164 -0.475 -0.572
O 0.700 1.172 1.035
Cl -1.589 -0.582 1.986
Cl 3.584 -0.761 -1.640

***

No. 4
Formula: C2ClFN2
Source: OMol25
Level of theory: ωB97M-V/def2-TZVPD

Values from the calculation:
Orbital gap (eV): 9.3582
E_LUMO (hartree): -0.036
Highest occupied orbital energy (eV): -10.35
SMILES string: F/N=N\C#CCl

Element x y z (Å)
C -0.350 -0.373 -0.070
C -1.511 -0.021 0.105
N 0.942 -0.776 -0.042
N 2.011 -0.305 0.043
F 2.005 1.291 -0.003
Cl -3.098 0.184 -0.032

***

Calculated maximum force in order - 0.04944; 0.01545; 0.08746; 0.06903 hartree/bohr
Calculated relative energy (zero: lowest compared OMol25 entry of this formula, charge and spin) in order - 0.292; 0.058; 2.387; 2.157 eV